C4H7ClO2S | ωB97M-V with the def2-TZVPD basis set

Last column: Mulliken charge in e.
Element x y z (Å)
C 1.592 -2.429 2.018  0.054
H -1.481 0.889 -1.635  0.314
H 0.207 1.403 -1.897  0.334
H 0.430 -3.799 0.670  0.383
C -0.815 2.467 -0.300  -1.088
Cl 2.431 -1.413 2.983  -0.169
O -1.147 -0.400 0.804  -0.334
O 0.056 -1.290 -1.230  -0.444
C 1.003 -3.159 1.271  -0.248
C -0.571 1.237 -1.153  -0.359
S 0.001 -0.120 -0.023  0.212
H 0.924 -1.699 -1.262  0.355
H 0.114 2.805 0.155  0.304
H -1.223 3.282 -0.893  0.378
H -1.522 2.226 0.491  0.308

## Properties
**Multiplicity**: 3
**Frontier orbital gap (alpha / beta)**: 5.1978 / 7.4137 eV
**Charge**: 0
**E_tot**: -31706.251 eV
**E_LUMO (alpha / beta)**: 0.7 / -2.7 eV
**Highest occupied orbital energy (alpha / beta)**: -4.50 / -10.11 eV



C4H7ClO3S | ωB97M-V with the def2-TZVPD basis set

Last column: Mulliken charge in e.
Element x y z (Å)
O 0.366 -2.349 1.866  -0.510
H -1.537 0.797 -1.254  0.429
H -1.809 1.595 1.870  0.300
H -0.733 0.349 2.709  0.229
H 1.334 0.364 -1.037  0.291
H -0.906 -0.753 -1.070  0.348
C 0.479 0.610 -1.748  -0.869
H 0.358 -0.010 -2.622  0.271
O 2.365 -1.255 0.881  -0.513
Cl 0.763 -2.744 -1.045  -0.339
S 0.952 -1.603 0.815  0.770
C -1.028 0.942 1.845  -0.190
C -0.490 0.670 0.535  0.362
H 0.415 1.607 -2.110  0.368
O 0.146 1.525 1.219  -0.329
C -0.675 0.257 -0.854  -0.619

## Properties
**Frontier orbital gap (alpha / beta)**: 7.4359 / 7.4374 eV
**Charge**: 0
**E_tot**: -33757.501 eV
**E_LUMO (alpha / beta)**: -1.3 / -1.3 eV
**Highest occupied orbital energy (alpha / beta)**: -8.73 / -8.73 eV



C4H7ClOS | ωB97M-V with the def2-TZVPD basis set

Last column: Mulliken charge in e.
Element x y z (Å)
Cl -1.355 -2.630 1.466  -0.143
C -0.119 -1.475 1.517  0.287
H -0.327 1.272 1.155  0.352
H -0.156 1.329 -1.547  0.362
H 2.151 1.251 -0.127  0.270
C 0.067 0.420 -0.922  -0.393
S -2.493 0.776 0.271  -0.154
C 1.520 0.303 -0.465  -1.111
H -2.820 0.438 -0.997  0.147
H 1.687 -0.551 0.120  0.347
H -0.205 -0.397 -1.637  0.332
H 1.935 0.146 -1.407  0.368
O 0.837 -1.538 2.250  -0.397
C -0.722 0.657 0.323  -0.267

## Properties
**Frontier orbital gap (alpha / beta)**: 7.9384 / 7.2499 eV
**Charge**: 0
**E_tot**: -29663.117 eV
**E_LUMO (alpha / beta)**: -0.2 / -0.5 eV
**Highest occupied orbital energy (alpha / beta)**: -8.17 / -7.76 eV



Maximum force? In order: 0.075, 0.065, 0.075 Eh/bohr.